## a
The following is a DFT calculation (the ωB97M-V functional and the def2-TZVPD basis) of 2 unconnected molecules or ions with the total composition C2H4NPS.

Structure (XYZ):
```
9
Properties=species:S:1:pos:R:3:lowdin_charge:R:1
C 1.72 1.65 -0.14 -0.15
C -2.52 -1.38 0.29 -0.63
N 2.31 0.48 -0.25 -0.63
P 2.73 -0.99 -0.48 0.66
S -1.82 -0.42 -0.73 0.62
H 2.34 2.58 0.07 0.08
H 0.64 1.68 -0.20 0.03
H -3.57 -1.65 0.41 0.00
H -1.84 -1.94 1.03 0.02
```

Properties
E_HOMO in eV: -7.20
M in g/mol: 105.10
E_LUMO in hartree: -0.01593
Multiplicity: 1
Net charge: 0
Orbital gap in Eh: 0.249

=====

## b
The following is a DFT calculation (the ωB97M-V functional and the def2-TZVPD basis) of C2H4NPS in the gas phase.

Structure (XYZ):
```
9
Properties=species:S:1:pos:R:3:lowdin_charge:R:1
C -0.97 -0.57 0.74 -0.61
C 1.20 0.62 -0.52 -0.70
N -1.32 -0.42 -0.59 -0.44
P -0.45 0.21 -1.70 0.91
S 0.74 0.13 1.14 0.71
H -1.68 -0.05 1.39 0.07
H -0.96 -1.63 1.02 0.07
H 2.03 0.03 -0.89 0.00
H 1.41 1.68 -0.59 0.00
```

Properties
E_HOMO in eV: -8.63
M in g/mol: 105.10
E_LUMO in hartree: -0.01348
SMILES: C1N=PCS1
Multiplicity: 1
Net charge: 0
Orbital gap in Eh: 0.304

=====

Which structure is most stable, and how do the rest compare? From most to least stable: b, a.